No. 1
A 7-piece molecular cluster, C43H90BFN3O8 overall. Source: OMol25; level of theory: ωB97M-V/def2-TZVPD.

**Lowest unoccupied orbital energy**: -2.599 eV
**Largest force on an atom**: 5.756 eV Å⁻¹
**Total charge**: +1

Each line ends with the Löwdin charge.
CARTESIAN COORDINATES (ANGSTROEM)
H 6.62 -11.90 -0.83  0.08
H -0.20 -3.90 -0.67  0.12
H 3.20 -9.91 -0.13  0.11
H -2.22 -0.15 6.90  0.08
O -2.38 -3.72 -0.84  -0.17
H 2.19 -9.17 -3.59  0.08
H -0.96 -6.92 -4.27  0.07
H -2.80 -5.25 5.35  0.08
H -6.03 -1.67 1.75  0.10
C 2.69 0.83 0.07  -0.05
H -6.84 4.63 1.75  0.07
H -0.62 -1.52 0.04  0.06
H -1.23 8.24 -2.65  0.08
C -4.31 -0.01 -0.73  -0.05
O -0.62 -2.65 5.27  -0.17
O 1.28 7.29 -0.58  -0.18
H -4.99 2.88 -2.91  0.12
H -4.84 9.20 1.39  0.12
H -2.98 5.11 -0.25  0.10
H 4.01 -8.20 1.42  0.08
H -1.32 1.22 -3.49  0.12
H -1.61 1.69 -0.05  0.10
C 0.16 -0.37 -3.00  -0.16
H -2.40 -1.86 7.30  0.07
H 5.72 1.26 -1.52  0.11
H -5.81 1.65 -0.11  0.12
H -0.62 8.05 -0.21  0.11
H -1.15 -2.91 -2.31  0.12
H 3.03 -7.60 -3.56  0.08
C 1.56 9.36 0.72  -0.08
C -1.41 -1.48 5.40  -0.28
C 1.13 -7.61 -2.54  -0.27
C -1.16 -3.70 -0.07  -0.22
H -4.49 5.22 2.01  0.11
H -6.23 9.72 3.32  0.08
H -1.23 -4.54 0.71  0.14
O -4.64 7.21 1.69  -0.17
H -7.31 6.33 1.66  0.07
O -4.04 2.66 -3.11  0.08
H 1.20 -5.65 -4.44  0.11
H 8.71 2.07 0.49  0.11
H -1.96 -1.97 1.21  0.07
C 1.83 0.02 -0.92  -0.05
N -2.82 -1.54 -1.74  0.00
C 7.76 0.63 -1.59  -0.08
H 6.88 -10.69 0.42  0.07
H 8.05 -10.86 -0.88  0.08
C 0.93 2.20 -2.16  -0.05
H -0.83 -0.67 4.96  0.12
H -5.39 6.07 3.25  0.11
H 2.27 10.16 0.92  0.08
H -2.81 -3.39 -2.91  0.16
H -6.43 -0.07 -0.09  0.14
H -6.35 5.62 0.36  0.07
H 3.07 8.10 -0.10  0.12
C 0.53 -5.51 -3.58  -0.28
H 0.17 9.25 -2.27  0.07
H 1.66 -7.84 -4.63  0.07
H 5.61 -8.21 0.68  0.07
H 1.77 4.16 -1.24  0.09
H 0.57 -4.44 -3.34  0.10
C -5.75 8.74 3.26  -0.08
H 7.68 -0.18 -0.87  0.08
C -1.33 0.08 -3.39  -0.06
H 6.55 -8.86 -1.26  0.11
H -2.32 -4.25 3.95  0.07
H 0.61 9.83 0.44  0.07
H -2.88 4.70 -2.06  0.11
C -2.47 -4.25 5.03  -0.08
H -1.35 -3.80 6.84  0.11
C -3.92 -1.50 -0.80  0.08
C 6.99 -10.89 -0.64  -0.08
C -5.24 -1.03 2.29  -0.05
H -1.08 3.35 -0.83  0.08
C -5.43 8.39 1.82  -0.28
C -0.95 -2.34 0.79  -0.07
H 3.30 0.24 0.85  0.10
C -0.90 -5.89 -3.92  -0.08
C -5.50 0.58 0.14  -0.07
H 3.36 3.00 0.66  0.10
C -2.26 -2.89 -2.04  -0.13
H -1.54 -5.80 -3.04  0.07
H -4.84 8.76 3.87  0.08
C -3.45 4.48 -1.08  -0.07
H -4.18 -1.43 2.18  0.07
H -1.63 -0.37 -4.40  0.14
N -3.22 3.05 -0.73  -0.09
H 0.26 -1.40 -2.54  0.09
C 4.55 -8.37 0.49  -0.08
C -5.29 0.49 1.73  -0.31
C -1.85 2.81 -0.17  -0.07
H -0.45 -4.64 5.59  0.12
H -0.82 -1.10 7.45  0.09
C 6.71 1.69 -1.32  -0.28
C -2.44 -0.28 -2.30  -0.03
C 4.28 -9.76 -0.05  -0.28
H 0.41 7.70 -3.09  0.08
H 0.13 -8.04 -2.65  0.11
H 1.39 8.80 1.64  0.08
H 9.05 4.56 0.22  0.08
H 1.87 -1.13 -0.83  0.09
H 7.36 4.72 -0.30  0.08
H 7.65 0.23 -2.60  0.08
H -2.32 -1.57 4.80  0.10
H 0.29 2.67 -2.98  0.10
H -6.34 8.31 1.22  0.11
H -6.23 0.96 2.20  0.15
O 1.05 -6.19 -2.44  -0.17
H -0.18 -2.47 1.64  0.10
C 1.79 3.01 -1.16  -0.06
H 2.20 9.00 -1.33  0.11
C -1.19 -3.86 5.75  -0.28
H -1.78 3.30 0.87  0.11
H -5.60 -0.96 3.38  0.09
C -6.50 5.62 1.44  -0.08
H 6.82 2.54 -2.01  0.11
H 1.52 -7.96 -1.58  0.11
C 2.70 2.39 -0.06  -0.04
H 0.76 -0.41 -3.99  0.14
C -5.23 6.01 2.17  -0.28
H 6.45 -10.05 -2.53  0.12
O 6.69 2.14 0.02  -0.18
C 2.08 8.45 -0.39  -0.28
F -4.18 1.29 2.21  -0.06
H 8.51 3.83 -1.29  0.07
C -0.19 8.21 -2.32  -0.08
C -0.07 7.51 -0.99  -0.28
C -1.73 -1.13 6.84  -0.08
H 4.65 -10.53 0.65  0.11
B -3.54 2.13 -1.84  -0.52
O 4.81 -9.98 -1.35  -0.17
H -4.44 -2.32 -0.23  0.15
C 2.06 -8.08 -3.64  -0.07
C 7.87 2.77 0.49  -0.28
H -6.42 8.01 3.71  0.07
C 8.22 4.04 -0.26  -0.08
H 4.23 -7.61 -0.24  0.08
H -3.28 -3.55 5.25  0.06
H 7.69 3.03 1.54  0.12
N -3.38 0.62 -1.65  0.13
H 8.77 1.04 -1.51  0.07
H -0.53 6.52 -1.06  0.10
H -1.29 -5.24 -4.71  0.08
C 0.94 0.65 -2.05  -0.18
C 6.23 -9.88 -1.48  -0.28
H -4.55 4.77 -1.18  0.10


No. 2
C35H28Br2F4N5O3SY as an isolated structure. Source: OMol25; level of theory: ωB97M-V/def2-TZVPD.

**Lowest unoccupied orbital energy**: -0.419 eV
**Relative energy (zero: lowest compared OMol25 entry of this formula, charge and spin)**: 0.00 kcal/mol
**Largest force on an atom**: 0.915 eV Å⁻¹

Each line ends with the Löwdin charge.
CARTESIAN COORDINATES (ANGSTROEM)
C 3.30 -0.09 -2.45  -0.04
C 4.42 3.20 0.89  -0.17
C -1.09 -2.16 0.91  -0.26
H -4.03 -4.74 0.68  0.11
C -3.26 4.16 -3.71  -0.22
H 3.33 -2.44 3.12  0.12
C -2.26 -1.87 0.14  -0.17
C 4.86 2.33 -0.07  -0.63
C -1.43 1.13 3.31  -0.07
C 2.55 1.71 -0.52  -0.15
H 1.39 -2.48 -0.70  0.10
H -3.66 3.43 0.48  0.11
C 1.97 0.10 -2.07  -0.13
C -1.01 -3.39 1.53  -0.01
Br 6.72 2.17 -0.39  0.77
C 2.08 2.62 0.50  -0.43
C 2.19 -2.81 -0.05  -0.06
H -2.84 3.49 -5.71  0.13
C -3.07 4.00 -2.35  -0.14
H 5.31 0.49 -2.06  0.08
C -3.32 -2.79 0.08  -0.16
H 3.09 -4.06 -1.54  0.12
C -2.26 2.97 -1.82  -0.20
Y -0.49 1.03 0.16  1.57
S 1.11 -1.19 1.92  0.57
C 2.26 -2.36 1.26  -0.28
H -5.28 -3.11 -0.76  0.12
H 5.12 3.79 1.45  0.09
F -0.91 1.12 -2.39  0.01
H -3.40 0.63 -1.65  0.10
N 1.60 0.95 -1.14  0.03
C 3.28 -2.79 2.10  -0.04
N -0.13 -1.14 0.94  -0.25
H -1.36 0.05 3.37  0.08
C 3.92 1.55 -0.80  -0.18
H -4.04 1.35 2.81  0.10
C 5.19 -5.13 -0.20  -0.05
C 4.27 0.63 -1.81  -0.02
C 3.15 -3.70 -0.52  -0.03
N -2.07 1.52 2.05  -0.34
H -3.38 -0.12 2.06  0.09
F -3.69 4.88 -1.53  0.07
C -3.22 -4.03 0.74  -0.04
C -4.45 -2.42 -0.69  0.00
F -4.05 5.17 -4.10  0.09
C -4.49 -1.21 -1.32  -0.03
H -2.78 3.41 2.66  0.13
C -2.68 3.34 -4.66  0.05
H -0.16 -3.65 2.13  0.11
H -3.89 1.23 1.04  0.08
C 3.04 3.34 1.16  -0.60
H 5.03 -3.99 2.27  0.12
H -0.42 1.55 3.35  0.09
O 0.80 2.68 0.74  -0.23
C -1.88 2.32 -4.17  -0.23
H 4.82 -6.15 -0.12  0.09
N -1.97 2.66 -0.53  -0.09
H 5.44 -4.95 -1.25  0.08
H -5.34 -0.90 -1.91  0.11
C 4.18 -4.14 0.30  -0.27
H 6.12 -5.08 0.38  0.08
O 0.80 -1.66 3.25  -0.29
F -1.28 1.47 -5.01  0.09
C -2.10 2.99 1.91  -0.20
H -1.09 3.34 2.11  0.10
Br 2.53 4.53 2.54  0.78
H -1.97 -5.26 1.95  0.11
C -2.08 -4.31 1.44  -0.06
H -2.00 1.50 4.17  0.10
C -3.43 0.96 1.98  -0.07
C 4.23 -3.67 1.61  -0.03
O 1.69 0.13 1.79  -0.31
H 3.54 -0.80 -3.23  0.11
C -3.38 -0.35 -1.19  -0.12
H 1.17 -0.47 -2.54  0.12
N -2.31 -0.65 -0.49  0.04
C -2.57 3.46 0.53  -0.22
C -1.69 2.16 -2.82  -0.16
H -2.29 4.52 0.47  0.12


Number 1: E_tot -2582.79365 hartree. Number 2: E_tot -7834.26861 hartree.